# C42H53BiGe2N3O4STe2

C42H53BiGe2N3O4STe2 as an isolated structure (the ωB97M-V functional and the def2-TZVPD basis, the Open Molecules 2025 dataset).

Last column: Löwdin charge in e.
Cartesian coordinates (Å):
Bi -0.0502 -0.0518 -0.4381  1.267
C 3.2100 -1.7002 0.6551  -0.176
C 2.2188 -1.6482 1.8203  -0.189
N 1.4810 -0.3886 1.8723  -0.166
C 2.2237 0.7619 2.3825  -0.242
C 3.1154 1.4743 1.3666  -0.373
S 2.4342 1.5543 -0.3330  0.751
C 3.7007 0.6446 -1.3044  -0.407
C 3.3485 -0.8084 -1.6356  -0.285
N 2.5315 -1.4513 -0.6178  -0.160
H 3.9924 -0.9583 0.7994  0.105
H 3.6941 -2.6827 0.6735  0.138
H 1.4939 -2.4602 1.7045  0.105
H 2.7749 -1.8211 2.7518  0.133
H 0.6832 -0.5135 2.4889  0.090
H 1.4837 1.4799 2.7353  0.083
H 2.8592 0.4847 3.2361  0.139
H 3.2439 2.5065 1.6932  0.085
H 4.1035 1.0291 1.2851  0.072
H 3.8205 1.2140 -2.2277  0.079
H 4.6336 0.7132 -0.7494  0.084
H 2.7804 -0.8282 -2.5708  0.058
H 4.2901 -1.3445 -1.8150  0.137
H 2.1999 -2.3443 -0.9786  0.054
O -2.5172 -0.2352 -0.1685  -0.181
C -2.7672 -0.5755 -1.3489  -0.680
O -1.7866 -0.8186 -2.1227  -0.428
C -4.1388 -0.6466 -1.8883  -0.119
C -5.1921 0.0170 -1.2613  0.019
C -6.4445 0.0283 -1.8485  0.037
C -6.6437 -0.6699 -3.0312  -0.119
C -5.6131 -1.3700 -3.6440  0.027
C -4.3547 -1.3377 -3.0817  0.004
N -7.9656 -0.6842 -3.6542  -0.358
O -8.8133 0.0187 -3.1628  0.109
O -8.0963 -1.3999 -4.6170  0.105
H -5.0230 0.5345 -0.3320  0.105
H -7.2678 0.5661 -1.4062  0.126
H -5.8177 -1.9074 -4.5587  0.127
H -3.5315 -1.8588 -3.5478  0.119
Te -0.5655 -3.0914 -1.1556  1.532
C -2.2633 -3.7879 -0.0577  -0.468
C -2.3455 -3.7358 1.3256  -0.140
C -3.4318 -4.3123 1.9652  -0.058
C -4.4309 -4.9238 1.2256  -0.049
C -4.3539 -4.9565 -0.1567  -0.053
C -3.2697 -4.3876 -0.8025  -0.131
C 0.7068 -4.7300 -0.5771  -0.488
C 0.6818 -5.3568 0.6591  -0.123
C 1.4768 -6.4687 0.8830  -0.058
C 2.2993 -6.9562 -0.1184  -0.052
C 2.3331 -6.3252 -1.3525  -0.063
C 1.5467 -5.2089 -1.5766  -0.164
H -1.5726 -3.2499 1.9094  0.097
H -3.4913 -4.2950 3.0441  0.115
H -5.2680 -5.3816 1.7285  0.117
H -5.1251 -5.4418 -0.7338  0.118
H -3.1989 -4.4261 -1.8808  0.098
H 0.0285 -5.0038 1.4439  0.088
H 1.4407 -6.9642 1.8405  0.116
H 2.9004 -7.8345 0.0581  0.117
H 2.9525 -6.7120 -2.1463  0.115
H 1.5572 -4.7250 -2.5469  0.089
C -1.4652 5.9594 -0.1115  -0.205
Ge -0.1892 4.6053 -0.8226  0.767
C -0.1038 4.6384 -2.8144  -0.244
C 1.6764 4.9989 -0.2703  -0.247
Ge -1.0990 2.3874 0.1333  0.780
C -3.0652 2.6519 0.0579  -0.364
C -3.8637 2.5081 1.1894  -0.099
C -5.2141 2.8068 1.1446  -0.063
C -5.7887 3.2456 -0.0378  -0.069
C -5.0103 3.3654 -1.1791  -0.075
C -3.6607 3.0696 -1.1303  -0.142
C -0.7441 2.3980 2.0911  -0.388
C -1.0892 1.3199 2.9060  -0.176
C -0.8951 1.3783 4.2767  -0.070
C -0.3660 2.5204 4.8591  -0.056
C -0.0353 3.6053 4.0638  -0.054
C -0.2137 3.5343 2.6936  -0.120
H -1.4384 6.8347 -0.7526  0.029
H -1.1883 6.2687 0.8923  0.022
H -2.4802 5.5749 -0.0841  0.009
H 0.3404 5.5932 -3.0875  0.032
H -1.0811 4.5787 -3.2833  0.009
H 0.5447 3.8444 -3.1935  -0.024
H 1.8151 6.0690 -0.3983  0.032
H 2.3766 4.4817 -0.9172  -0.005
H 1.8916 4.7462 0.7603  -0.001
H -3.4225 2.1740 2.1165  0.094
H -5.8150 2.6989 2.0355  0.115
H -6.8374 3.4952 -0.0715  0.116
H -5.4589 3.6988 -2.1022  0.115
H -3.0494 3.1948 -2.0175  0.085
H -1.5469 0.4407 2.4614  0.097
H -1.1672 0.5394 4.9010  0.113
H -0.2240 2.5657 5.9276  0.115
H 0.3499 4.5076 4.5136  0.116
H 0.0436 4.3829 2.0749  0.066
C -1.3424 1.4812 -4.0148  -0.308
Te 0.5050 0.7788 -3.1561  1.281
C 0.4140 -1.0752 -4.2554  -0.351
H -1.2313 2.5368 -4.2349  -0.008
H -2.1759 1.3183 -3.3425  0.000
H -1.5024 0.9301 -4.9373  0.032
H -0.5474 -1.5342 -4.0555  -0.010
H 1.2165 -1.7410 -3.9589  -0.002
H 0.5184 -0.8409 -5.3126  0.027

Forces on atoms 1 to 6 (eV/Å):
Bi 0.08 -0.95 0.44
C -0.25 -0.10 0.31
C 0.30 -0.12 -0.15
N -0.33 -0.06 0.14
C 0.02 0.18 0.08
C -0.16 0.04 -0.22

Calculated values
**Multiplicity**: 2
**E_HOMO (spin up / spin down)**: -12.59 / -13.12 eV
**Expectation value of S²**: 0.77
**Frontier orbital gap (spin up / spin down)**: 7.116 / 4.992 eV
**Total charge**: +2

# C14H46N8O8

A 8-piece molecular cluster, C14H46N8O8 overall (the ωB97M-V functional and the def2-TZVPD basis, the Open Molecules 2025 dataset).

Last column: Löwdin charge in e.
Cartesian coordinates (Å):
C 1.4534 3.0466 0.1302  -0.119
O 0.6104 3.6873 -0.8529  -0.210
C -0.7758 3.5609 -0.4387  -0.191
C -1.5540 4.1816 -1.5567  -0.444
C -1.2497 3.5403 -2.8800  -0.065
N -1.2741 5.6320 -1.6776  0.039
H 1.5436 3.6840 1.0144  0.074
H 2.4919 2.9867 -0.2703  0.088
H 1.1543 2.0080 0.4073  0.070
H -1.1052 2.5166 -0.4047  0.125
H -0.8723 4.0613 0.4980  0.114
H -2.6061 4.1691 -1.3994  0.122
H -1.7382 3.9960 -3.7403  0.080
H -1.5461 2.4855 -2.8306  0.082
H -0.1383 3.5327 -2.9876  0.089
H -0.3555 5.6807 -2.0815  0.057
H -1.2902 6.1309 -0.8082  0.059
C -4.6597 3.2430 2.1920  -0.108
O -3.6346 2.3010 1.9933  -0.210
C -2.8498 2.0200 3.1522  -0.216
C -1.6807 1.1064 2.8311  -0.399
C -2.2175 -0.2558 2.3062  -0.052
N -0.8083 1.0513 4.0280  0.060
H -5.0833 3.4211 1.2218  0.077
H -4.2315 4.1782 2.6032  0.098
H -5.4284 2.7386 2.7571  0.082
H -2.4100 2.9147 3.5456  0.108
H -3.4824 1.5625 3.8942  0.121
H -1.1053 1.5723 2.0279  0.120
H -3.0827 -0.1164 1.6440  0.081
H -2.4139 -0.8651 3.1918  0.072
H -1.4602 -0.7545 1.6981  0.051
H 0.1843 0.9892 3.8487  0.018
H -1.0875 0.2967 4.5963  0.043
N 3.5787 -0.1797 1.6993  0.181
C 2.8896 0.6889 2.4830  -0.530
N 3.4342 2.0438 2.4645  0.114
O 1.8636 0.3963 3.1575  -0.046
H 3.2423 -1.1342 1.4880  0.071
H 4.4010 0.0827 1.1999  0.100
H 3.0533 2.6905 3.1704  0.104
H 4.4710 2.1292 2.3779  0.106
N 0.6455 -4.0254 1.5764  0.159
C 1.3185 -2.8299 1.7943  -0.629
N 0.9909 -2.1510 2.9098  0.186
O 2.1963 -2.4504 1.0434  -0.009
H -0.2883 -4.0946 1.9850  0.098
H 0.6118 -4.2446 0.5774  0.110
H 1.2448 -1.1559 2.9457  0.050
H 0.3864 -2.6137 3.5872  0.117
N 0.7488 -3.7264 -3.5763  0.158
C -0.5835 -4.2453 -3.4709  -0.567
N -0.8526 -5.2542 -4.3600  0.132
O -1.4315 -3.8962 -2.6267  0.000
H 1.4459 -4.2759 -4.0734  0.082
H 1.1394 -3.1385 -2.8783  0.039
H -1.7614 -5.7053 -4.2640  0.112
H -0.1245 -5.7334 -4.8956  0.105
C 4.3704 -2.6360 -3.6818  -0.205
O 5.7257 -2.8627 -3.6902  -0.120
H 4.1055 -1.5672 -3.7292  0.084
H 3.8325 -3.2454 -4.4076  0.069
H 4.1543 -2.9018 -2.6385  0.080
H 6.1836 -2.6795 -4.5246  0.088
C -2.9886 -3.0710 0.0092  -0.164
O -2.1276 -2.1306 -0.6587  -0.155
H -3.0449 -2.7751 1.0639  0.060
H -4.0065 -3.0401 -0.4336  0.080
H -2.7041 -4.1076 -0.1155  0.059
H -1.8808 -2.5108 -1.5111  0.014
C 1.2682 -0.3692 -1.4077  -0.150
O 1.7579 -1.6829 -1.5565  -0.148
H 0.5677 -0.2310 -0.5894  0.066
H 2.0330 0.3546 -1.1062  0.063
H 0.7707 -0.0554 -2.3156  0.085
H 2.0661 -1.9689 -0.6748  0.035

Forces on atoms 1 to 6 (eV/Å):
C 0.77 0.31 -0.76
O 0.04 -1.50 1.52
C 0.96 -0.57 -1.66
C -0.23 2.30 -0.17
C 1.10 -1.04 -0.08
N -0.09 -0.53 -0.98

Calculated values
**E_HOMO**: -8.76 eV
**Structure (SMILES)**: COC[C@H](C)N.COC[C@H](C)N.NC(N)=O.NC(N)=O.NC(N)=O.CO.CO.CO
**Frontier orbital gap**: 9.237 eV
**Total charge**: 0

Listing total energy for the structures above in their given order: -7399.4927 -1601.0030 Ha.
Listing energy above the lowest of the compared OMol25 structures with the same formula, charge and spin for the structures above in their given order: 35.6 0.0 kcal/mol.